{
  "formula": "C10H9O4S",
  "method": "the ωB97M-V functional and the def2-TZVPD basis",
  "homo_ha": -0.1213,
  "e_tot_ha": -1085.61441,
  "orbital_gap_ha": 0.2502,
  "de_lowest_kj_mol": 0.0,
  "multiplicity": 1,
  "charge": -1,
  "elements": ["S", "O", "O", "O", "O", "C", "C", "C", "C", "C", "C", "C", "C", "C", "C", "H", "H", "H", "H", "H", "H", "H", "H", "H"],
  "coordinates": [[1.45274, -0.94560, 1.39954], [2.94741, -0.28456, 0.94473], [1.74745, -2.38308, 1.44233], [1.31426, -0.32266, 2.68022], [3.91677, 0.83545, -0.70731], [-1.61084, -0.30770, 1.39587], [1.59653, -0.00776, -0.96514], [1.87408, -1.20585, -1.85150], [2.93872, 0.24547, -0.26977], [-2.61595, 1.56693, -0.51790], [-3.39167, 1.03593, 0.52650], [-1.29367, 1.19839, -0.57662], [-2.93802, 0.06102, 1.38188], [0.57421, -0.19958, 0.15919], [-0.77571, 0.21219, 0.30561], [-0.68450, 1.59875, -1.28864], [2.46019, -2.00557, -1.27157], [2.59729, -0.92036, -2.66911], [0.89881, -1.55236, -2.26532], [1.20950, 0.94880, -1.60529], [-3.10346, 2.12498, -1.27348], [-4.47347, 1.27193, 0.60704], [-3.61962, -0.22823, 2.25897], [-1.02103, -0.73655, 2.15979]],
  "atomic_forces_ev_per_a": [[1.04, -0.52, 0.46], [0.26, -0.50, -0.16], [-0.69, 1.42, -0.56], [-0.92, -0.10, 0.86], [-1.17, -0.80, 0.22], [0.92, 1.76, -2.78], [-1.23, 2.57, -0.45], [0.85, -0.89, -0.82], [0.71, 1.65, -0.74], [-0.32, -1.32, 1.72], [-2.11, 0.27, -1.33], [-1.44, -1.70, 1.59], [-0.02, 0.02, 2.95], [1.40, -1.17, 0.05], [-0.30, 0.03, 0.81], [1.57, 0.95, -1.93], [-1.37, 0.84, -0.68], [-0.91, -0.16, 0.53], [0.94, -0.19, 0.22], [1.40, -2.24, 1.34], [-0.13, 0.96, -0.50], [0.78, 0.05, -0.27], [1.04, 0.20, -1.44], [-0.31, -1.11, 0.92]]
}

{
  "formula": "C3H2N2O3",
  "method": "the ωB97M-V functional and the def2-TZVPD basis",
  "homo_ha": [-0.2042, -0.3701],
  "e_tot_ha": -450.51898,
  "orbital_gap_ha": [0.2362, 0.2988],
  "de_lowest_kj_mol": 102.1,
  "multiplicity": 3,
  "charge": 0,
  "elements": ["O", "O", "O", "N", "N", "C", "C", "C", "H", "H"],
  "coordinates": [[-1.52298, 0.57569, 1.16304], [0.81124, -1.25261, 1.31679], [1.52831, 0.64654, 2.29186], [0.14396, -0.01550, -1.33712], [0.78614, 0.82402, -0.74960], [-2.20152, -0.19133, 0.68192], [-0.64341, -0.76930, -1.73612], [1.21552, -0.27528, 1.71774], [-0.87946, -1.34729, -2.56837], [0.76221, 1.80507, -0.78015]],
  "atomic_forces_ev_per_a": [[-0.39, -0.31, -0.23], [-0.85, -3.11, -1.80], [1.43, 3.21, 1.31], [2.35, 2.30, -2.83], [3.98, 0.97, 4.49], [0.09, 0.31, 0.35], [-5.48, -3.27, 1.21], [-0.47, -0.21, 0.60], [0.34, -1.14, -2.09], [-0.99, 1.25, -1.00]]
}

{
  "formula": "C40H70BrN3O9PbSSbSi4",
  "method": "the ωB97M-V functional and the def2-TZVPD basis",
  "homo_ha": -0.1535,
  "e_tot_ha": -6971.03760,
  "orbital_gap_ha": 0.2083,
  "de_lowest_kj_mol": 58.1,
  "multiplicity": 1,
  "charge": -1,
  "elements": ["Pb", "Sb", "Br", "S", "Si", "Si", "Si", "Si", "O", "O", "O", "O", "O", "O", "O", "O", "O", "N", "N", "N", "C", "C", "C", "C", "C", "C", "C", "C", "C", "C", "C", "C", "C", "C", "C", "C", "C", "C", "C", "C", "C", "C", "C", "C", "C", "C", "C", "C", "C", "C", "C", "C", "C", "C", "C", "C", "C", "C", "C", "C", "H", "H", "H", "H", "H", "H", "H", "H", "H", "H", "H", "H", "H", "H", "H", "H", "H", "H", "H", "H", "H", "H", "H", "H", "H", "H", "H", "H", "H", "H", "H", "H", "H", "H", "H", "H", "H", "H", "H", "H", "H", "H", "H", "H", "H", "H", "H", "H", "H", "H", "H", "H", "H", "H", "H", "H", "H", "H", "H", "H", "H", "H", "H", "H", "H", "H", "H", "H", "H", "H"],
  "coordinates": [[-0.00243, 0.15483, -0.60982], [-0.01752, -0.68376, -3.85084], [0.09237, -5.02051, -0.16562], [-4.25168, 5.40550, -2.79441], [2.62014, -0.32680, 0.18694], [3.47287, 1.82436, 0.10287], [3.88484, -1.59912, -1.28448], [2.91248, -1.19546, 2.32443], [-1.34119, -1.62062, 2.49329], [-2.29837, 7.15587, 0.23082], [-0.15693, 6.87459, 0.20117], [-1.48866, 2.47124, 2.75764], [-2.81492, 5.50381, -2.74409], [-2.47027, -1.19788, -0.31862], [-0.53838, -2.20442, -0.78608], [-4.88074, 4.63354, -3.83915], [-0.46200, 0.31036, 1.77521], [-1.00468, 2.93417, -0.51987], [-1.29507, 6.45517, 0.11845], [-2.65337, 4.36606, -0.16040], [4.76231, -1.40746, 2.65834], [-4.56220, -4.70357, 0.02303], [2.71517, 2.86405, 1.48064], [-1.40366, -0.41667, 2.32202], [-3.90714, -5.92474, 0.09134], [-3.29113, 1.96971, -0.56717], [-2.90617, -0.40156, -5.08405], [-1.90056, 1.70788, -4.12234], [-4.94837, 0.31091, 3.46046], [-0.45247, -2.63247, -4.68643], [-2.62155, 0.35053, 2.78656], [2.10147, -2.87208, 2.47360], [-2.52538, -5.96560, 0.01878], [-2.43030, -3.55937, -0.23152], [-5.01850, 7.82044, -1.58420], [2.25038, -0.10363, 3.69192], [1.51812, 1.50970, -5.37158], [-4.92676, 7.05451, -2.89789], [3.76418, -0.88742, -3.04122], [-2.00366, 0.18677, -4.00323], [5.73148, -1.65880, -0.89270], [0.23520, -0.00595, -6.92822], [-3.82295, -3.54447, -0.13771], [0.85762, -3.37020, -4.96054], [5.33562, 2.06464, 0.22280], [-1.34038, -3.44674, -3.74124], [2.97997, 2.61950, -1.54436], [-3.74547, 2.40013, 3.41924], [3.28458, -3.37368, -1.36000], [-0.46022, 4.15849, -0.33578], [-2.59894, 1.73907, 2.97651], [1.00556, 0.08782, -5.61459], [-2.31346, 3.08375, -0.41004], [-1.75768, -2.21149, -0.44530], [-4.02530, 4.83529, -0.00204], [-1.79163, -4.79368, -0.13495], [-4.91304, 1.68933, 3.64895], [-3.79846, -0.34234, 3.04186], [-4.87102, 4.70903, -1.26601], [-1.45589, 5.06000, -0.10737], [0.70384, 2.23660, -5.38354], [2.19175, -3.40108, -1.43813], [3.55830, -3.91932, -0.45118], [-5.36527, 8.83428, -1.78285], [-5.02791, 3.66755, -1.54589], [-1.61518, -4.40132, -4.20432], [1.02260, -2.74154, 2.60795], [2.22798, 1.80189, -6.15379], [2.99114, 3.71308, -1.48119], [-3.77906, -1.41503, 2.89255], [6.11320, -0.67194, -0.61721], [3.13722, -1.52374, -3.67373], [-4.23540, 7.53790, -3.59078], [-2.26427, -2.92673, -3.47593], [1.17150, 0.01774, 3.57293], [-1.99972, -6.90848, 0.08413], [5.93443, -2.32872, -0.05285], [-4.49022, 4.22010, 0.76818], [5.57833, 3.13279, 0.23413], [5.73912, 1.61634, 1.13559], [-0.97830, -2.45686, -5.62801], [1.97806, 2.31551, -1.87091], [0.87713, 0.28686, -7.76834], [-2.42340, -0.05536, -3.01944], [-5.89208, 6.92751, -3.38673], [-4.46563, -6.84547, 0.20989], [2.24470, -3.47310, 1.57144], [-5.64144, -4.65432, 0.09981], [-2.83323, 1.02224, -0.28116], [-0.81309, -3.66281, -2.80822], [-5.84778, 5.16957, -1.10880], [5.15382, -2.29207, 2.14722], [-4.17636, 2.11746, 0.05210], [-3.99023, 5.85934, 0.34683], [0.65823, -4.36631, -5.37082], [-5.73004, 7.36239, -0.89626], [-5.79877, 2.21576, 3.98644], [2.03118, 1.60417, -4.41179], [-3.06996, -1.47065, -4.94809], [-3.88696, 0.08767, -5.05792], [1.87537, -0.57427, -5.66623], [-0.62468, 0.66716, -6.93018], [-1.27304, 2.14379, -3.33828], [-3.59442, 1.88297, -1.61546], [3.67871, 2.32531, -2.33350], [1.49240, -2.83979, -5.67507], [5.85067, 1.60870, -0.62729], [1.68945, 2.55201, 1.70658], [1.42858, -3.50517, -4.03669], [-1.48274, 2.00289, -5.08786], [2.50337, -3.42731, 3.32699], [-4.04976, 7.88417, -1.09144], [3.29309, 2.74932, 2.40180], [-0.12483, -1.01668, -7.13014], [3.70798, -3.90374, -2.21920], [4.75232, -0.81256, -3.50600], [2.44589, -0.56330, 4.66599], [4.95230, -1.52539, 3.73098], [2.70227, 0.89170, 3.68177], [-4.30267, -2.57690, -0.18942], [-0.83851, 1.82919, 2.35932], [-2.49394, -0.25123, -6.08360], [0.60245, 4.34190, -0.35642], [6.29770, -2.01555, -1.75912], [-3.69160, 3.46962, 3.59025], [-5.85915, -0.24413, 3.64425], [-2.89030, 2.17537, -4.04915], [2.69900, 3.92877, 1.22525], [5.33590, -0.54594, 2.30360], [3.31714, 0.11053, -3.04185]],
  "atomic_forces_ev_per_a": [[0.07, -0.36, 0.22], [0.13, -0.10, -0.15], [-0.05, -0.04, -0.02], [0.10, -0.06, -0.09], [-0.05, -0.13, -0.03], [-0.03, 0.18, -0.07], [0.12, 0.07, -0.22], [0.17, -0.03, 0.07], [-0.04, -0.13, -0.04], [0.09, 0.07, 0.00], [-0.12, 0.03, -0.08], [0.04, -0.05, -0.09], [-0.10, 0.03, 0.05], [0.09, -0.06, -0.04], [0.11, 0.27, 0.20], [0.08, 0.06, -0.01], [-0.34, 0.06, -0.08], [0.17, 0.28, -0.02], [-0.05, -0.28, 0.06], [-0.13, 0.14, 0.07], [0.15, -0.03, -0.03], [0.04, 0.06, -0.01], [-0.18, 0.01, 0.11], [0.23, 0.12, 0.06], [0.03, 0.01, 0.01], [0.05, 0.06, 0.03], [-0.02, 0.06, 0.06], [-0.05, -0.02, 0.06], [0.04, 0.02, -0.04], [0.00, -0.15, 0.16], [0.01, -0.03, 0.00], [-0.17, -0.11, -0.06], [-0.02, -0.02, -0.01], [0.03, 0.05, -0.01], [0.10, -0.03, -0.05], [-0.16, 0.19, 0.04], [0.05, -0.07, -0.03], [-0.03, 0.06, 0.05], [-0.07, 0.12, -0.07], [-0.03, 0.04, -0.06], [0.10, 0.03, 0.16], [0.11, 0.01, 0.00], [-0.03, -0.06, 0.02], [-0.05, 0.01, -0.02], [0.18, -0.05, 0.05], [0.11, 0.03, -0.02], [-0.11, 0.01, -0.12], [-0.09, 0.02, -0.02], [-0.20, -0.15, 0.07], [0.04, -0.06, 0.09], [0.05, 0.06, -0.01], [-0.10, 0.17, -0.02], [0.03, -0.36, -0.01], [-0.29, -0.09, -0.02], [0.10, 0.08, -0.05], [0.00, -0.04, -0.01], [0.07, 0.00, -0.01], [-0.05, 0.00, -0.03], [0.04, -0.08, -0.04], [0.00, 0.30, 0.02], [0.00, -0.01, 0.02], [0.09, 0.00, -0.03], [-0.01, 0.01, -0.05], [0.00, 0.00, -0.01], [-0.04, 0.01, 0.06], [0.00, 0.02, 0.01], [0.04, -0.04, -0.03], [-0.03, 0.00, 0.00], [0.04, -0.03, 0.00], [0.00, 0.01, 0.00], [0.01, -0.06, -0.05], [0.04, 0.02, 0.03], [-0.07, 0.03, -0.04], [0.01, 0.00, 0.00], [0.06, 0.00, 0.03], [0.00, 0.01, 0.01], [0.00, 0.03, -0.04], [-0.06, 0.01, 0.08], [0.00, -0.04, -0.01], [-0.01, 0.03, -0.04], [-0.02, 0.00, -0.01], [0.03, 0.06, 0.03], [-0.03, 0.00, 0.02], [-0.02, -0.01, -0.02], [-0.02, 0.08, 0.03], [0.01, 0.01, 0.01], [0.02, 0.01, 0.07], [0.02, 0.00, -0.02], [-0.02, 0.03, 0.00], [-0.03, 0.01, -0.07], [-0.04, -0.15, 0.04], [-0.01, 0.04, 0.03], [-0.01, -0.02, 0.03], [0.02, -0.02, 0.02], [0.01, 0.01, 0.01], [0.00, 0.02, -0.01], [0.00, -0.01, 0.01], [-0.01, -0.01, -0.02], [0.01, -0.01, -0.01], [0.01, -0.01, -0.01], [0.00, -0.01, 0.00], [0.00, -0.01, 0.00], [-0.01, -0.02, -0.02], [-0.01, -0.01, 0.04], [-0.03, 0.01, 0.01], [-0.01, -0.01, 0.01], [-0.02, 0.04, 0.03], [0.06, 0.05, -0.03], [-0.02, -0.01, -0.02], [-0.02, 0.00, 0.01], [-0.03, 0.01, 0.01], [0.00, 0.00, -0.01], [-0.03, 0.01, -0.02], [-0.01, 0.01, 0.01], [0.02, 0.01, 0.03], [-0.03, -0.04, 0.01], [0.02, 0.01, -0.02], [-0.02, -0.02, -0.04], [0.00, -0.06, 0.04], [0.00, 0.01, 0.00], [-0.03, 0.04, -0.05], [-0.01, 0.01, 0.00], [-0.06, -0.01, -0.01], [-0.02, -0.02, 0.02], [0.00, -0.02, -0.02], [0.00, -0.01, 0.00], [0.03, -0.02, -0.01], [0.05, -0.03, 0.01], [-0.01, -0.04, 0.05], [0.03, -0.05, -0.03]]
}